w:
Here is 3 unconnected molecules or ions with the total composition C3H11NOS from the Open Molecules 2025 dataset. Energies are from wB97M-V/def2-TZVPD.

Positions of all 17 atoms, in Å:
S 2.379 1.067 -0.650
O 1.157 1.287 2.260
N -2.341 -1.011 0.375
C -0.168 -0.027 -0.365
C 1.218 -0.261 -0.979
C -1.288 -0.990 -0.709
H 0.923 2.388 -0.855
H -1.873 -1.216 1.240
H 1.718 1.512 1.497
H -1.681 -0.701 -1.707
H -0.775 -1.987 -0.929
H -3.162 -1.577 0.152
H -0.391 1.074 -0.498
H 1.278 2.015 2.879
H 1.273 -0.557 -2.057
H 1.858 -0.950 -0.404
H -0.126 -0.064 0.749

Results
- frontier orbital gap (eV) = 8.54

***

x:
Here is 2 unconnected molecules or ions with the total composition C3H11NOS from the Open Molecules 2025 dataset. Energies are from wB97M-V/def2-TZVPD.

Positions of all 17 atoms, in Å:
S -0.632 1.551 1.864
O 1.263 -0.994 2.335
N 0.857 -0.892 -0.447
C -1.030 0.379 0.571
C -0.008 0.299 -0.590
C -0.701 0.399 -1.944
H -0.049 0.184 -2.792
H 0.127 0.786 2.645
H 1.552 -0.798 -1.181
H -1.607 -0.199 -2.029
H 1.252 -1.006 1.356
H -1.239 -0.621 0.930
H -1.950 0.666 0.069
H 2.120 -0.579 2.497
H 0.663 1.151 -0.496
H -1.005 1.436 -2.109
H 0.386 -1.761 -0.680

Results
- structure (SMILES) = C[C@H](N)CS.O
- frontier orbital gap (eV) = 9.62

***

y:
Here is 2 unconnected molecules or ions with the total composition C3H11NOS from the Open Molecules 2025 dataset. Energies are from wB97M-V/def2-TZVPD.

Positions of all 17 atoms, in Å:
S 1.106 0.735 1.365
O 0.155 2.455 -1.757
N -1.085 -0.137 -1.002
C -0.845 -2.549 -0.446
C -0.019 -0.721 1.069
C -0.233 -1.138 -0.372
H -0.011 3.271 -1.298
H -0.189 -3.209 0.139
H 0.049 1.551 1.505
H -2.050 -0.347 -0.867
H -1.776 -2.644 0.111
H 0.755 -1.212 -0.841
H -1.002 -0.524 1.502
H 0.285 1.765 -1.092
H 0.299 -1.543 1.721
H -0.815 0.583 -1.629
H -0.820 -2.898 -1.470

Results
- structure (SMILES) = C[C@@H](N)CS.O
- frontier orbital gap (eV) = 9.71

***

z:
Here is 2 unconnected molecules or ions with the total composition C3H11NOS from the Open Molecules 2025 dataset. Energies are from wB97M-V/def2-TZVPD.

Positions of all 17 atoms, in Å:
S -4.566 -0.100 0.861
O 2.645 -0.058 1.028
N 3.970 1.705 0.001
C 3.794 0.276 0.092
C -3.342 -1.289 0.254
C -2.658 -0.607 -0.894
H 4.910 1.923 0.106
H -1.773 -0.129 -0.372
H 3.504 -0.195 -0.826
H 4.719 -0.163 0.369
H -2.718 -1.294 1.143
H -4.674 0.676 -0.252
H 3.483 2.140 0.766
H -2.470 -1.273 -1.711
H 1.846 0.246 0.689
H -3.012 0.426 -1.277
H -3.658 -2.283 0.024

Results
- structure (SMILES) = CCS.NCO
- frontier orbital gap (eV) = 9.65

***

Which one is most stable, and which one is least stable? x is the most stable of them, while w is the least stable.

***

w:
Here is 2 unconnected molecules or ions with the total composition C3H11NOS from the Open Molecules 2025 dataset. Energies are from wB97M-V/def2-TZVPD.

Positions of all 17 atoms, in Å:
S 2.028 -0.588 -0.904
O 2.463 1.698 1.737
N -0.413 -0.079 1.093
C -0.730 -0.813 -0.164
C 0.241 -0.576 -1.368
C -2.159 -0.444 -0.517
H 2.069 0.497 -0.111
H -2.469 0.595 -0.464
H 0.572 -0.269 1.289
H 2.728 2.010 2.631
H -0.454 0.898 0.811
H -2.916 -1.030 0.010
H 1.550 1.836 1.569
H -2.260 -0.751 -1.567
H -0.505 -1.859 0.053
H 0.174 -1.406 -2.075
H 0.081 0.281 -2.022

Results
- structure (SMILES) = C[C@H](N)CS.O
- frontier orbital gap (eV) = 9.69

***

x:
Here is 2 unconnected molecules or ions with the total composition C3H11NOS from the Open Molecules 2025 dataset. Energies are from wB97M-V/def2-TZVPD.

Positions of all 17 atoms, in Å:
S 1.364 0.473 -0.989
O -1.987 -0.886 -0.486
N -2.044 1.501 -0.937
C -2.521 0.400 -0.150
C 2.519 -0.535 1.341
C 1.275 -0.608 0.480
H -1.738 -0.809 -1.410
H 2.736 0.491 1.647
H 2.406 -1.101 2.269
H 0.416 -0.224 1.026
H -2.325 1.440 -1.902
H 1.060 -1.627 0.172
H 2.319 -0.207 -1.650
H 3.405 -0.901 0.819
H -2.240 0.600 0.885
H -1.033 1.620 -0.891
H -3.610 0.372 -0.224

Results
- structure (SMILES) = CCS.NCO
- frontier orbital gap (eV) = 9.96

***

Which one is most stable, and which one is least stable? x is the most stable of them, while w is the least stable.

***

w:
Here is 6 unconnected molecules or ions with the total composition C2H15NO5 from the Open Molecules 2025 dataset. Energies are from wB97M-V/def2-TZVPD.

Positions of all 23 atoms, in Å:
O -2.987 0.115 1.173
O -0.390 0.565 -1.765
O 0.970 -2.355 0.054
O -2.744 0.735 -1.260
O 2.115 -0.445 -1.237
N 1.112 0.863 0.638
C -0.238 0.685 0.873
C 2.039 0.174 1.470
H 1.531 -3.136 0.091
H -0.423 0.664 1.937
H -3.464 0.996 -1.834
H -3.059 0.384 0.190
H -0.785 -0.081 0.260
H 1.811 0.167 2.533
H -0.253 0.587 -2.719
H 2.985 0.721 1.422
H -3.340 -0.778 1.197
H 2.242 -0.235 -2.167
H -0.697 1.630 0.509
H -1.449 0.737 -1.565
H 2.200 -0.851 1.090
H 1.480 -1.726 -0.522
H 1.343 0.585 -0.370

Results
- frontier orbital gap (eV) = 4.26

***

x:
Here is 5 unconnected molecules or ions with the total composition C2H15NO5 from the Open Molecules 2025 dataset. Energies are from wB97M-V/def2-TZVPD.

Positions of all 23 atoms, in Å:
O -1.432 -1.113 0.041
O -1.026 2.789 -0.909
O 0.547 2.003 3.534
O 1.984 1.231 0.852
O 0.561 -2.231 1.411
N -0.407 -1.194 -2.089
C -1.649 -1.173 -1.397
C 0.257 0.133 -1.926
H -1.515 1.997 -1.330
H -2.201 -0.185 -1.646
H 0.989 1.116 3.336
H 0.315 -2.518 2.305
H 1.246 -2.898 1.364
H 1.035 0.236 -2.822
H 0.676 0.163 -0.847
H -2.334 -2.059 -1.591
H -0.798 -1.816 0.389
H -0.365 0.985 -1.773
H 2.357 2.009 1.272
H 1.991 0.420 1.346
H -0.557 2.287 -0.250
H 0.130 -2.002 -1.940
H 0.197 1.818 2.668

Results
- structure (SMILES) = CNCO.O.O.O.O
- frontier orbital gap (eV) = 8.49

***

Which one is most stable, and which one is least stable? x is the most stable of them, while w is the least stable.